Run A
ORCA calculation (wB97M-V/def2-TZVPD) on a molecular structure, H14O7.

CARTESIAN COORDINATES (ANGSTROEM)
H  -1.7516  0.0122  1.4430
H  -0.4778  0.1279  2.2011
H  0.5141  -0.6769  -2.4740
H  -0.2297  -1.9009  -1.3175
H  2.1858  -0.7230  -0.6591
H  2.7500  -1.0298  0.7917
H  -2.4191  2.0865  0.1631
H  -1.7414  1.5928  -0.8133
H  -1.4959  -1.3483  0.1043
H  -1.3760  -2.7321  0.2057
H  1.6958  0.5789  0.9540
H  2.2018  2.2972  1.2076
H  0.3580  1.3602  -0.5354
H  -0.1720  0.6221  -1.4610
O  -1.1023  -0.6626  1.9133
O  0.6851  -1.0269  -1.2554
O  3.0251  -0.3990  -0.0377
O  -2.3387  1.1604  -0.0973
O  -1.6434  -2.1299  -0.5075
O  1.1793  1.0218  1.5811
O  0.1529  1.7693  -1.4066

Properties
Frontier orbital gap = 9.571 eV
E_LUMO = -1.542 eV
Charge = 0


Run B
ORCA calculation (wB97M-V/def2-TZVPD) on 7 unconnected molecules or ions with the total composition H14O7.

CARTESIAN COORDINATES (ANGSTROEM)
H  -1.6333  -1.0973  -0.5833
H  -0.1059  -1.3887  -0.9243
H  -1.1924  0.4416  -1.4529
H  -2.0323  1.4595  -0.6861
H  0.1073  -1.1478  1.1547
H  0.2042  0.3489  1.3567
H  2.4076  1.1259  0.0590
H  3.3161  0.5546  -1.0379
H  0.4546  2.6919  0.6957
H  0.0637  1.5540  -0.3251
H  2.0531  -0.9974  0.0249
H  1.6630  -2.1911  -0.8733
H  -1.8230  -0.1517  1.0189
H  -3.3057  -0.8053  0.9021
O  -0.9911  -1.3210  -1.2699
O  -1.2665  1.4081  -1.2146
O  -0.3350  -0.4495  1.6112
O  3.0702  0.4572  -0.1012
O  0.6973  1.8050  0.4175
O  1.5425  -1.8375  0.0236
O  -2.7396  -0.1118  0.6171

Properties
SMILES string = O.O.O.O.O.O.O
Frontier orbital gap = 11.948 eV
E_LUMO = 0.390 eV
Charge = 0


Run C
ORCA calculation (wB97M-V/def2-TZVPD) on 7 unconnected molecules or ions with the total composition H14O7.

CARTESIAN COORDINATES (ANGSTROEM)
H  -1.6644  0.1505  -1.4534
H  -0.8132  -0.6552  -2.3990
H  1.2225  -1.1668  1.5596
H  2.2564  -0.1714  2.3553
H  -1.3977  -0.5869  1.8652
H  -0.0557  0.1103  2.2771
H  -2.0022  2.0514  -0.2821
H  -1.2047  0.8833  0.4271
H  0.8904  1.3168  0.9894
H  1.3395  2.0500  -0.3158
H  -0.6908  -1.4542  -0.7126
H  0.0134  -2.6336  -0.2703
H  0.8474  0.7200  -2.4693
H  1.4142  -0.3278  -1.5732
O  -1.6062  -0.6766  -1.8492
O  1.4203  -0.6081  2.3668
O  -1.0367  0.3377  1.9712
O  -1.2124  1.4743  -0.3896
O  1.5322  1.1887  0.1783
O  -0.2158  -1.7575  0.1141
O  0.9635  -0.2450  -2.3896

Properties
SMILES string = O.O.O.O.O.O.O
Frontier orbital gap = 11.336 eV
E_LUMO = 0.371 eV
Charge = 0


Run D
ORCA calculation (wB97M-V/def2-TZVPD) on 7 unconnected molecules or ions with the total composition H14O7.

CARTESIAN COORDINATES (ANGSTROEM)
H  -2.0260  2.6311  1.3505
H  -1.8537  1.6439  0.0075
H  -0.3848  0.5926  1.2938
H  -0.2358  -1.0037  1.6038
H  2.1616  -0.3813  0.4260
H  3.4177  -1.1018  0.7473
H  2.4576  2.1216  -0.8196
H  1.2176  1.9721  0.2182
H  0.6816  -0.4787  -0.3562
H  1.4005  -1.4949  -1.0554
H  -0.6207  -1.9944  -0.2824
H  -1.4748  -3.1642  0.1999
H  -2.5937  -0.7170  -0.7718
H  -1.5673  0.0839  -1.4703
O  -1.3725  2.0161  0.7921
O  0.2598  -0.1873  1.4510
O  2.8025  -0.9948  0.0909
O  1.4745  2.3016  -0.6629
O  0.5358  -0.9200  -1.1383
O  -1.4037  -2.2240  0.4009
O  -2.3688  0.1699  -1.0701

Properties
SMILES string = O.O.O.O.O.O.O
Frontier orbital gap = 11.554 eV
E_LUMO = 0.426 eV
Charge = 0


run B is favored, and the nearest alternative lies 20.2 kcal/mol above it.


Run A
ORCA calculation (wB97M-V/def2-TZVPD) on 7 unconnected molecules or ions with the total composition H14O7.

CARTESIAN COORDINATES (ANGSTROEM)
O  0.0755  3.7090  1.6978
H  -0.1057  4.3433  2.3871
H  0.1687  2.8295  2.0557
O  1.6634  2.1419  -1.0622
H  1.5239  2.9646  -0.5427
H  0.8698  1.6454  -0.9910
O  -0.5591  0.1521  -0.5125
H  -0.3977  -0.8336  -0.5484
H  -0.4118  0.5046  0.3725
O  0.7395  0.7496  1.9469
H  1.6009  0.4509  1.6203
H  0.3336  -0.0936  2.2337
O  -0.9860  -3.9954  1.2221
H  -0.9076  -3.3584  1.9495
H  -0.7819  -3.4794  0.4374
O  -0.5259  -0.0351  -3.3828
H  -1.0205  -0.7702  -3.1043
H  -0.5955  0.6162  -2.6808
O  -0.2879  -2.4556  -0.7063
H  -0.9598  -2.4074  -1.3256
H  0.5642  -2.6784  -1.0663

Properties
SMILES string = O.O.O.O.O.O.O
Frontier orbital gap = 10.727 eV
E_LUMO = -0.241 eV
Charge = 0


Run B
ORCA calculation (wB97M-V/def2-TZVPD) on 7 unconnected molecules or ions with the total composition H14O7.

CARTESIAN COORDINATES (ANGSTROEM)
H  0.5825  0.1395  -0.6438
H  -0.6301  -0.4799  0.0314
H  1.3623  0.8678  1.1588
H  0.7281  2.1353  1.7078
H  -0.2235  -4.3602  -1.6436
H  -0.7465  -3.3983  -2.6977
H  -1.3033  -1.9888  -4.4283
H  -2.2938  -0.8671  -4.6943
H  -1.2507  -2.0801  5.0421
H  -0.6115  -0.9304  4.2808
H  2.0986  2.9662  0.3956
H  2.5984  3.6516  1.6567
H  0.2239  2.8150  -0.8175
H  -0.6522  2.3239  0.3233
O  0.1758  -0.7112  -0.4441
O  1.0042  1.2493  1.9683
O  -0.8334  -4.3068  -2.3880
O  -1.9488  -1.4245  -3.9878
O  -0.4914  -1.4866  5.0588
O  2.8593  3.4372  0.7540
O  -0.6479  2.4481  -0.6326

Properties
SMILES string = O.O.O.O.O.O.O
Frontier orbital gap = 10.974 eV
E_LUMO = -0.336 eV
Charge = 0


run A is favored, and the nearest alternative lies 12.9 kcal/mol above it.


Run A
ORCA calculation (wB97M-V/def2-TZVPD) on 7 unconnected molecules or ions with the total composition H14O7.

CARTESIAN COORDINATES (ANGSTROEM)
O  -2.4159  1.0460  1.9822
H  -3.0144  1.4557  1.3521
H  -1.8866  0.4304  1.4540
O  0.8671  -0.6337  -1.6978
H  1.6035  -1.2345  -1.8539
H  1.2731  0.2121  -1.4367
O  -0.0684  -3.2161  2.0133
H  0.5914  -3.1877  2.7115
H  -0.0069  -2.3495  1.5675
O  -0.5901  -0.8209  0.7146
H  -0.1496  0.0011  1.0066
H  -0.1594  -1.0257  -0.1323
O  -1.3296  -0.6455  -3.4867
H  -0.9228  -0.6566  -4.3568
H  -0.5973  -0.4752  -2.8726
O  0.6560  1.4073  1.8897
H  1.6193  1.3851  1.9127
H  0.3819  1.2158  2.7949
O  1.2677  2.1060  -1.4583
H  1.8687  2.8483  -1.5766
H  1.0121  2.1376  -0.5274

Properties
SMILES string = O.O.O.O.O.O.O
Frontier orbital gap = 10.420 eV
E_LUMO = -0.229 eV
Charge = 0


Run B
ORCA calculation (wB97M-V/def2-TZVPD) on 7 unconnected molecules or ions with the total composition H14O7.

CARTESIAN COORDINATES (ANGSTROEM)
O  0.2674  3.6890  0.4306
H  -0.3659  2.9725  0.4733
H  0.7439  3.5398  -0.3860
O  2.9370  0.1993  2.4019
H  3.7495  0.6906  2.2805
H  2.8769  0.0648  3.3477
O  0.2330  0.0132  -0.0429
H  -0.4855  -0.4401  0.3982
H  0.6503  0.5295  0.6467
O  2.4034  -1.8167  0.0515
H  1.9916  -1.0244  0.3961
H  2.8224  -2.2197  0.8119
O  -2.2017  -1.5361  0.6456
H  -2.7956  -1.4872  1.3947
H  -2.1457  -2.4702  0.4443
O  -0.4144  0.8533  -2.6729
H  -0.5512  0.1288  -3.2832
H  -0.1656  0.4309  -1.8508
O  -2.9757  -0.7175  -2.1598
H  -3.9051  -0.9151  -2.0440
H  -2.6689  -0.4849  -1.2834

Properties
SMILES string = O.O.O.O.O.O.O
Frontier orbital gap = 10.406 eV
E_LUMO = 0.074 eV
Charge = 0


run A is favored, and the nearest alternative lies 7.6 kcal/mol above it.


Run A
ORCA calculation (wB97M-V/def2-TZVPD) on 7 unconnected molecules or ions with the total composition H14O7.

CARTESIAN COORDINATES (ANGSTROEM)
O  5.9165  -25.3372  26.3670
H  6.8053  -25.3889  25.9914
H  5.8453  -24.4319  26.6990
O  1.9765  -23.9796  26.8451
H  2.2784  -24.8491  26.5422
H  1.5481  -24.1507  27.6900
O  0.3272  -26.9167  25.7230
H  0.2922  -27.4853  24.9439
H  1.2721  -26.7315  25.8502
O  6.8959  -27.5433  28.1190
H  6.4496  -27.8993  28.8948
H  6.2615  -26.9302  27.7090
O  3.9518  -29.0890  26.4318
H  4.2321  -29.9485  26.0972
H  4.2586  -29.0701  27.3438
O  2.2545  -28.3416  23.6907
H  2.9250  -29.0304  23.6708
H  2.5002  -27.7696  24.4402
O  3.2481  -26.4882  25.8516
H  3.5817  -27.4049  25.9910
H  4.0464  -25.9314  25.7855

Properties
SMILES string = O.O.O.O.O.O.O
Frontier orbital gap = 10.541 eV
E_LUMO = -0.070 eV
Charge = 0


Run B
ORCA calculation (wB97M-V/def2-TZVPD) on 7 unconnected molecules or ions with the total composition H14O7.

CARTESIAN COORDINATES (ANGSTROEM)
O  -0.2568  -0.6390  0.1983
H  -0.5733  -0.7290  -0.7006
H  0.5632  -0.1520  0.1164
O  0.8041  -2.2421  2.1988
H  1.6311  -2.2073  1.7180
H  0.3045  -1.4941  1.8714
O  -1.7781  0.5850  2.3513
H  -1.4707  0.0924  1.5904
H  -1.0071  1.0645  2.6543
O  0.9577  2.8448  -0.7268
H  1.4518  2.7636  -1.5426
H  1.2352  2.0937  -0.2024
O  -0.1884  -1.0115  -2.9448
H  0.7172  -1.2818  -2.7931
H  -0.6939  -1.8222  -2.8862
O  -2.8462  -0.3628  -1.8007
H  -2.9801  -1.2735  -2.0633
H  -2.2094  -0.0228  -2.4293
O  1.9979  1.2467  1.4242
H  1.4493  1.2289  2.2083
H  2.8920  1.3184  1.7584

Properties
SMILES string = O.O.O.O.O.O.O
Frontier orbital gap = 10.778 eV
E_LUMO = -0.134 eV
Charge = 0


Run C
ORCA calculation (wB97M-V/def2-TZVPD) on 7 unconnected molecules or ions with the total composition H14O7.

CARTESIAN COORDINATES (ANGSTROEM)
H  3.6111  -0.4844  1.9575
H  3.1170  -0.2145  0.6434
H  -1.1121  2.9915  0.2562
H  -1.4988  1.6927  0.4453
H  -1.3304  -0.0504  0.7833
H  -0.2524  0.5556  1.6351
H  1.3089  -2.2582  0.2847
H  0.0787  -1.2092  0.5644
H  1.0581  0.3472  -0.5713
H  0.9394  1.7693  0.0309
H  -3.0168  0.2822  -1.0279
H  -1.6269  0.0487  -1.0214
H  -1.1609  -1.6531  -2.8665
H  -0.4927  -1.8326  -1.5606
O  3.0667  -0.8776  1.2234
O  -0.8470  2.2921  0.8397
O  -0.7351  -0.2650  1.6069
O  0.5043  -1.8213  -0.1855
O  1.5453  1.2142  -0.4456
O  -2.2603  0.5560  -0.5209
O  -0.8961  -1.0831  -2.0711

Properties
SMILES string = O.O.O.O.O.O.O
Frontier orbital gap = 11.235 eV
E_LUMO = 0.338 eV
Charge = 0


run A is favored, and the nearest alternative lies 9.8 kcal/mol above it.